# 1
# C3H7NO2

A 3-piece molecular cluster, C3H7NO2 overall in a non-equilibrium geometry (ωB97M-V/def2-TZVPD, the Open Molecules 2025 dataset).

```
13
C3H7NO2 ωB97M-V/def2-TZVPD
C -1.1305 1.2474 -0.3984
C -1.0529 -0.0230 -0.0785
N -1.5127 -1.1530 0.1407
O -0.6591 -2.1869 0.4931
C 1.4535 -0.4604 0.3364
O 2.1815 0.4914 0.1796
H -1.2966 1.9989 0.3655
H 0.5778 2.1756 -0.4336
H -1.0875 1.5587 -1.4367
H -1.2935 -2.9096 0.5897
H 1.2365 -1.1757 -0.4764
H 1.0174 -0.7125 1.3197
H 1.2741 1.9555 -0.2886
```

The HOMO energy comes out at -9.470 eV. As for the net charge: 0. As for the LUMO energy: 0.35 eV. The calculation puts the total energy at -323.53328 Eh. As for the SMILES: C=C=NO.[H][H].C=O.

Here are the Löwdin charges for atoms 1 to 8, given in e: C -0.030; C -0.208; N 0.014; O -0.080; C -0.187; O -0.075; H 0.080; H 0.041

=====

# 2
# C3H7NO2

One molecule with the formula C3H7NO2 (ωB97M-V/def2-TZVPD, the Open Molecules 2025 dataset).

```
13
C3H7NO2 ωB97M-V/def2-TZVPD
C 2.0891 0.1258 -0.3130
O 0.7015 -0.2107 -0.3415
C -0.0460 0.3417 0.6313
O 0.4003 1.0794 1.4769
C -1.5021 -0.0934 0.5451
N -1.9513 -0.6161 -0.7310
H 2.5535 -0.4848 -1.0890
H 2.5133 -0.0967 0.6690
H 2.2312 1.1892 -0.5264
H -2.1043 0.7755 0.8309
H -1.6588 -0.8458 1.3303
H -1.9509 0.1336 -1.4163
H -1.2757 -1.2976 -1.0663
```

The HOMO energy comes out at -9.502 eV. As for the net charge: 0. As for the LUMO energy: 0.83 eV. The calculation puts the total energy at -323.74640 Eh. As for the SMILES: COC(=O)CN.

Here are the Löwdin charges for atoms 1 to 8, given in e: C -0.046; O -0.061; C -0.495; O 0.100; C -0.183; N 0.002; H 0.093; H 0.096

=====

# 3
# C3H7NO2

One molecule with the formula C3H7NO2 in a non-equilibrium geometry (ωB97M-V/def2-TZVPD, the Open Molecules 2025 dataset).

```
13
C3H7NO2 ωB97M-V/def2-TZVPD
C 1.2548 0.3034 0.8799
C -0.3632 0.2882 -1.0898
C -0.0198 -0.2656 0.3484
N -1.6469 -0.1515 -1.5737
O 1.5319 -0.2475 2.1913
O -0.7576 -0.9800 0.9714
H 0.7287 -0.7091 2.4868
H -1.6965 -1.1652 -1.5817
H -2.3889 0.1786 -0.9653
H 2.0943 0.0317 0.2290
H 1.1849 1.3950 0.9569
H 0.4185 -0.0597 -1.7713
H -0.3401 1.3816 -1.0818
```

The HOMO energy comes out at -9.477 eV. As for the net charge: 0. As for the LUMO energy: 0.73 eV. The calculation puts the total energy at -323.72740 Eh. As for the SMILES: NCC(=O)CO.

Here are the Löwdin charges for atoms 1 to 8, given in e: C -0.174; C -0.211; C -0.368; N -0.007; O -0.071; O 0.106; H 0.075; H 0.073

=====

# 4
# C3H7NO2

One molecule with the formula C3H7NO2 (ωB97M-V/def2-TZVPD, the Open Molecules 2025 dataset).

```
13
C3H7NO2 ωB97M-V/def2-TZVPD
N 0.0243 0.4089 -1.8908
C 0.8033 0.0705 -0.9480
O 2.1265 0.2942 -1.0766
C 0.4979 -0.6153 0.3631
C -0.9383 -0.4448 0.8329
O -1.1918 0.9134 1.1417
H 2.2435 0.7056 -1.9491
H -0.9426 0.1779 -1.6788
H 1.1774 -0.2121 1.1212
H 0.7373 -1.6824 0.2581
H -1.6375 -0.8276 0.0740
H -1.0936 -1.0472 1.7365
H -1.8978 1.2406 0.5764
```

The HOMO energy comes out at -10.296 eV. As for the net charge: 0. As for the LUMO energy: 0.78 eV. The calculation puts the total energy at -323.73872 Eh. As for the SMILES: [H]/N=C(/O)CCO.

Here are the Löwdin charges for atoms 1 to 8, given in e: N 0.146; C -0.497; O 0.057; C -0.105; C -0.277; O -0.055; H 0.116; H 0.038

=====

# 5
# C3H7NO2

C3H7NO2 as an isolated structure in a non-equilibrium geometry (ωB97M-V/def2-TZVPD, the Open Molecules 2025 dataset).

```
13
C3H7NO2 ωB97M-V/def2-TZVPD
C -2.4741 -0.2497 -0.2812
N -1.0799 0.3949 0.2337
C 0.1146 -0.2363 0.0704
O 0.2767 -1.4344 -0.0043
O 1.0836 0.6914 -0.0198
C 2.3809 0.1702 -0.2728
H -2.8925 0.5115 -0.9735
H -2.1202 -0.2087 0.8810
H -2.1802 -1.1090 -0.9009
H -1.0952 1.3880 0.3984
H 2.7071 -0.4581 0.5579
H 3.0222 1.0448 -0.3751
H 2.3825 -0.4195 -1.1940
```

The HOMO energy comes out at -9.011 eV. As for the net charge: 0. As for the LUMO energy: 0.76 eV. The calculation puts the total energy at -323.64002 Eh.

Here are the Löwdin charges for atoms 1 to 8, given in e: C -0.013; N -0.025; C -0.615; O 0.098; O -0.039; C -0.056; H 0.057; H 0.123

=====

# 6
# C3H7NO2

C3H7NO2 as an isolated structure in a non-equilibrium geometry (ωB97M-V/def2-TZVPD, the Open Molecules 2025 dataset).

```
13
C3H7NO2 ωB97M-V/def2-TZVPD
O -1.1628 -0.5562 1.4640
C -1.2537 -0.6412 0.0656
C -0.5497 0.5015 -0.6731
N 0.8839 0.3063 -0.8916
C 1.8662 0.2292 -0.0318
O 1.5504 0.2443 1.2889
H -0.2362 -0.3787 1.6903
H -2.3221 -0.5897 -0.1731
H -0.8751 -1.6012 -0.3251
H -0.7074 1.4333 -0.1183
H -0.9808 0.6220 -1.6704
H 1.2273 0.2870 -1.8408
H 2.5600 0.1433 1.2152
```

The HOMO energy comes out at -8.946 eV. As for the net charge: 0. As for the LUMO energy: 0.78 eV. The calculation puts the total energy at -323.65173 Eh.

Here are the Löwdin charges for atoms 1 to 8, given in e: O -0.068; C -0.264; C -0.153; N -0.012; C -0.218; O -0.028; H 0.050; H 0.117

=====

Energy above the lowest of the compared OMol25 structures with the same formula, charge and spin for the records above, in order: 155.4 21.7 33.6 26.5 88.4 81.1 kcal per mole
Gap between HOMO and LUMO for the records above, in order: 9.8 10.3 10.2 11.1 9.8 9.7 eV